This record from the OMol25 dataset describes 2 unconnected molecules or ions with the total composition C3H6BNO3. The level of theory is the ωB97M-V functional and the def2-TZVPD basis.

Last columns: bonded neighbours and bond lengths (Å).
Element x y z (Å)
1 B 1.3761 -1.2625 -0.2657  O6 1.367, O7 1.350, O8 1.392
2 C -1.8341 -0.3707 0.4371  C4 1.431, N5 1.158
3 C -0.5244 1.7117 0.1725  C4 1.433, H9 1.109, H10 1.143, H11 1.204
4 C -0.8905 0.5707 0.9586  C2 1.431, C3 1.433, H12 1.114
5 N -2.5506 -1.1332 -0.0592  C2 1.158
6 O 0.6230 -1.1661 -1.4028  B1 1.367, H13 1.028
7 O 2.6856 -1.5859 -0.3100  B1 1.350, H14 1.007
8 O 0.9491 -0.7812 0.9688  B1 1.392
9 H 0.1733 2.3878 0.7068  C3 1.109
10 H -0.4411 1.4914 -0.9459  C3 1.143
11 H -1.4010 2.5353 0.2365  C3 1.204
12 H -0.7271 0.3457 2.0377  C4 1.114
13 H -0.3938 -1.1990 -1.2550  O6 1.028
14 H 2.9554 -1.5440 -1.2794  O7 1.007

DFT total energy = -423.24203 Ha
Max |F| = 3.9 eV/A
LUMO (spin up / spin down) = -1.670 / -1.862 eV
ΔE to the lowest compared entry with this formula, charge and spin = 279.07 kJ/mol
Kohn-Sham gap (spin up / spin down) = 9.5 / 7.7 eV

Here are the natural (NBO) charges for atoms 1 to 2, given in e: 1.201 0.198